# 1
Computed, not measured: a single C21H19ClN2 molecule, with ωB97M-V with the def2-TZVPD basis set.

Cartesian coordinates (Å):
H 2.789 3.513 5.739
H -0.297 -2.750 -0.463
H 1.290 -2.301 -1.235
C -1.380 -1.375 -4.451
C -0.377 -2.644 -2.642
N 1.093 -0.170 3.570
C 0.365 -2.914 -1.337
C -0.115 0.261 -1.390
H 1.475 1.611 1.318
C 0.918 0.797 -0.606
H -0.834 -4.745 -2.668
H -1.851 1.971 2.614
C -1.656 0.586 0.473
C 0.017 -0.144 -2.768
H -2.189 -4.609 -4.781
Cl 2.595 0.852 -1.166
H -0.907 3.860 3.644
C -1.706 -3.745 -4.369
C -1.405 0.155 -0.813
C 0.680 0.690 -3.671
H 0.652 -3.937 -1.290
C 2.023 3.035 5.143
H -1.526 -0.415 -4.970
H 2.903 1.047 5.078
C 2.101 1.678 4.750
C -0.595 -1.413 -3.269
C -0.101 3.232 3.951
H 1.949 -0.710 3.697
C 1.100 1.148 3.912
H 0.764 0.479 -4.721
C 0.033 1.941 3.484
C 0.663 1.226 0.679
H -2.173 -0.371 -1.375
H 0.424 -0.430 2.858
C 0.901 3.791 4.811
H 1.087 1.636 -3.374
N -0.929 1.532 2.565
H -2.521 -2.467 -5.933
C -1.906 -2.538 -5.029
H -2.667 0.487 0.873
C -0.621 1.101 1.253
C -0.932 -3.804 -3.193
H 0.865 4.853 5.101

Calculated values
SMILES = C=C(c1ccccc1C)c1ccc(Nc2ccccc2N)cc1Cl
M = 334.85 g/mol
energy above the lowest of the compared OMol25 structures with the same formula, charge and spin = 5.2 kcal/mol
energy = -1381.322672 Eh
E_LUMO = 0.60 eV
Kohn-Sham gap = 8.170 eV

***

# 2
Computed, not measured: C21H19N3O2PtS2 as an isolated structure, with ωB97M-V with the def2-TZVPD basis set.

Cartesian coordinates (Å):
H -2.786 2.194 2.287
C -4.262 1.385 -1.133
C -0.134 -1.811 4.848
H 0.860 -2.245 4.748
C 2.220 -2.010 0.639
Pt 0.035 0.266 0.993
O -1.156 2.099 0.459
O 1.707 0.839 -0.316
C -0.153 2.297 3.503
C -1.116 1.836 4.373
C -2.918 1.607 -0.934
C 0.865 0.093 3.510
C 2.525 0.062 -0.904
C -5.134 1.451 -0.055
C -4.629 1.746 1.200
S -1.300 -2.866 3.890
H -2.162 1.584 -1.704
H -1.873 2.512 4.749
N 0.935 -1.687 1.039
H -4.610 1.161 -2.130
C -1.109 0.503 4.803
C -3.276 1.963 1.357
H 2.663 -3.279 2.292
S -1.804 -0.990 1.669
H 3.973 -3.134 1.120
H 1.696 1.808 2.499
H 4.684 0.371 -3.573
H 4.091 -2.961 -0.961
H -1.877 0.161 5.486
H 1.707 -0.541 3.265
H 5.238 -1.921 -2.819
C -0.132 -0.378 4.392
H -5.270 1.808 2.067
C 3.817 -1.947 -1.208
N -2.454 1.888 0.297
C -0.831 -2.258 2.315
H 2.556 -4.139 0.779
H -0.146 3.325 3.171
C 2.835 -1.307 -0.474
H -6.191 1.276 -0.194
C 4.172 -0.067 -2.728
C 2.894 -3.199 1.231
N 0.383 -2.532 1.870
C 0.852 1.419 3.059
C 4.479 -1.349 -2.302
C 3.201 0.621 -2.039
H -0.435 -1.893 5.892
H 2.911 1.629 -2.299

Calculated values
expectation value of S² = 8.7856
M = 604.61 g/mol
net charge = +1
energy above the lowest of the compared OMol25 structures with the same formula, charge and spin = 4.7 kcal/mol
energy = -2041.607024 Eh
E_LUMO (alpha / beta) = -2.80 / -5.72 eV
2S+1 = 6
Kohn-Sham gap (alpha / beta) = 5.975 / 5.278 eV

***

# 3
Computed, not measured: a single C21H19N3O5 molecule, with ωB97M-V with the def2-TZVPD basis set.

Cartesian coordinates (Å):
C 0.761 -3.789 -0.044
C -2.433 -1.535 -1.255
C 3.046 0.412 -0.434
H -2.542 -1.025 -2.215
H -5.808 3.368 0.269
H -7.066 -0.749 -1.370
C 1.828 -2.992 -0.411
C 0.005 -2.086 1.464
C 4.709 2.265 -1.067
H -3.606 3.415 1.379
H -6.272 -1.786 -2.580
H -1.522 2.558 1.795
C -0.159 -3.332 0.886
C -5.497 1.435 -0.586
C 1.992 -1.731 0.156
C 6.076 2.240 -1.418
H 2.543 -3.340 -1.143
C -3.009 1.492 0.652
H -3.206 -2.301 -1.166
C 4.347 0.962 -0.843
C -6.236 -0.818 -2.081
H 0.506 1.759 2.384
H -6.468 1.428 -1.053
H 4.068 3.117 -0.982
C -4.645 0.349 -0.729
O 2.399 0.214 2.423
H -6.329 -0.024 -2.829
C -1.721 1.597 1.300
C 6.446 0.929 -1.386
C -5.126 2.538 0.169
H 7.382 0.444 -1.581
H -0.998 -3.949 1.166
O 2.060 1.109 -0.298
O -2.462 -0.628 -0.176
C -3.899 2.562 0.786
O -4.991 -0.780 -1.433
N 3.069 -0.940 -0.257
O 5.413 0.147 -1.042
C 1.348 -0.014 1.857
C -3.373 0.368 -0.119
H -1.449 -2.001 -1.202
N 0.303 0.856 1.942
H 0.647 -4.767 -0.488
H -0.700 -1.734 2.199
H 6.696 3.077 -1.660
N -0.857 0.665 1.310
H 3.910 -1.426 -0.533
C 1.082 -1.281 1.116

Calculated values
SMILES = COc1cccc(/C=N/NC(=O)c2ccccc2NC(=O)c2ccco2)c1OC
M = 393.40 g/mol
energy above the lowest of the compared OMol25 structures with the same formula, charge and spin = 82.4 kcal/mol
energy = -1352.057805 Eh
E_LUMO = 0.59 eV
Kohn-Sham gap = 8.502 eV

***

# 4
Computed, not measured: a single C21H19N5O3 molecule, with ωB97M-V with the def2-TZVPD basis set.

Cartesian coordinates (Å):
C 1.786 -1.840 3.417
H -1.567 7.385 -3.814
H 4.581 -4.472 3.596
H 6.221 -2.764 3.135
O -0.302 1.306 -0.817
C -1.299 1.198 -1.480
C -1.773 6.353 -4.057
H 0.077 2.423 -3.633
H 0.999 -1.103 3.353
N -0.509 -3.560 2.174
C -2.956 4.718 -5.347
H 2.230 -5.178 3.646
C -1.275 -2.992 0.219
C -1.369 4.014 -3.685
H -0.399 5.588 -2.605
O -1.595 1.914 -2.551
H 5.867 -1.619 4.429
C 4.135 -2.385 3.449
C -0.647 2.908 -2.966
C 3.799 -3.728 3.548
C -2.293 3.707 -4.676
N -0.508 -4.625 1.360
C -0.981 -2.496 1.498
C 1.459 -3.186 3.524
H -0.591 -2.934 4.131
H -2.493 2.672 -4.909
C -2.425 0.212 -1.174
H -0.112 3.280 -2.087
N -1.173 -1.227 1.926
H -3.676 4.471 -6.114
N -1.978 -0.804 -0.251
H -3.278 0.765 -0.769
C -1.653 -0.452 1.016
O -2.100 -2.344 -1.937
H -0.096 -4.639 3.865
C -2.695 6.043 -5.041
H 3.354 -0.398 3.297
H -1.829 0.579 1.286
N -0.955 -4.309 0.214
H -3.209 6.832 -5.569
C 5.568 -1.948 3.433
C -1.115 5.343 -3.376
H 5.710 -1.113 2.750
H -2.728 -0.292 -2.098
C 3.111 -1.447 3.381
C 0.011 -3.610 3.517
C -1.803 -2.116 -0.789
C 2.475 -4.128 3.580

Calculated values
SMILES = Cc1ccc(Cn2nnc3c(=O)n(CC(=O)OCc4ccccc4)cnc32)cc1
M = 389.42 g/mol
energy above the lowest of the compared OMol25 structures with the same formula, charge and spin = 1.4 kcal/mol
energy = -1311.165862 Eh
E_LUMO = 0.53 eV
Kohn-Sham gap = 9.634 eV

***

# 5
Computed, not measured: a single C21H19N5O3 molecule, with ωB97M-V with the def2-TZVPD basis set.

Cartesian coordinates (Å):
C -0.044 0.735 5.848
H 0.215 -3.513 -3.573
H 2.163 2.227 1.342
C -2.526 0.306 7.020
H 2.733 1.102 -0.497
C 1.314 0.946 5.230
H 1.345 1.320 -5.904
C -1.109 0.281 5.081
O 2.010 -0.253 2.883
C -1.160 -0.899 -6.303
N 1.688 -0.350 -1.445
C 0.732 0.445 -5.740
H 1.726 -2.593 -3.270
C -0.384 0.230 -6.538
O -0.899 0.188 1.714
N 0.083 -2.042 -2.158
N -1.084 -2.489 -1.673
H -1.446 -2.660 -5.125
H -0.177 2.103 -7.561
C 1.276 1.644 1.594
N -1.386 -1.874 -0.604
C -1.466 0.756 7.788
H 0.595 1.330 7.804
H 0.425 2.309 1.763
H 1.935 -0.263 -4.116
C 1.836 0.496 -0.486
C 0.297 -1.577 -4.517
C -0.747 1.181 -7.637
C -2.346 0.072 5.667
C -0.224 -0.032 0.736
N 0.973 0.714 0.530
H -1.809 1.419 -7.604
H -1.601 0.943 8.843
C 1.071 -0.446 -4.738
O 1.203 1.563 3.942
C -0.231 0.975 7.204
C 1.536 0.849 2.882
H 1.921 1.615 5.846
H 1.833 -0.013 5.112
H -3.491 0.140 7.475
H -3.167 -0.277 5.061
H -0.983 0.097 4.025
C -0.415 -0.968 -0.334
H -2.036 -1.077 -6.910
C -0.828 -1.792 -5.302
C 0.642 -2.524 -3.395
H -0.539 0.727 -8.607
C 0.547 -1.071 -1.351

Calculated values
SMILES = Cc1ccc(Cn2nnc3c(=O)n(CC(=O)OCc4ccccc4)cnc32)cc1
M = 389.42 g/mol
energy above the lowest of the compared OMol25 structures with the same formula, charge and spin = 0.0 kcal/mol
energy = -1311.168138 Eh
E_LUMO = 0.49 eV
Kohn-Sham gap = 9.656 eV

***

# 6
Computed, not measured: C21H20Cl2FN3O2 as an isolated structure, with ωB97M-V with the def2-TZVPD basis set.

Cartesian coordinates (Å):
C -4.386 1.917 -3.036
Cl 1.882 -0.219 5.604
C 3.764 -1.403 1.783
Cl 4.381 -3.961 2.739
C 2.804 2.160 0.818
H -0.943 0.560 -0.407
C 3.154 0.170 -0.618
H 0.717 1.655 1.483
H 3.190 2.747 -0.002
H 3.261 -2.556 4.940
C -0.877 1.441 -2.451
C 3.228 -1.933 4.038
C 3.805 -2.326 2.870
H 0.757 2.985 0.580
H -0.502 2.263 -2.969
H -1.051 2.238 -0.367
C -4.077 -1.004 -0.385
H -6.167 2.292 -2.753
O -3.116 2.231 -3.432
H 4.347 -1.824 0.974
C 2.694 -0.688 4.102
C 1.275 2.081 0.681
C 3.242 -0.093 1.812
C -3.871 -2.090 0.426
F -2.704 -4.139 0.871
N 0.955 1.482 -0.689
H 3.647 -0.784 -0.812
C -3.320 0.376 -2.308
N -4.626 0.779 -2.459
C 2.569 0.207 3.051
O -5.414 2.697 -3.279
N 3.270 0.747 0.737
H 1.231 -0.469 0.006
C -0.501 1.393 -0.912
H -1.090 -3.443 -1.085
H 1.365 -0.473 -1.661
H -0.306 0.734 -3.061
H 3.620 0.853 -1.285
H -4.919 -0.367 -0.163
C -3.206 -0.767 -1.424
C -1.884 -2.697 -0.910
C -2.845 -3.013 0.066
H 3.166 2.705 1.786
C -2.373 1.373 -2.744
C 1.581 0.109 -0.808
H 2.091 1.171 3.345
H -1.291 -1.389 -2.387
H -4.456 -2.150 1.355
C -2.068 -1.576 -1.658

Calculated values
M = 436.31 g/mol
energy above the lowest of the compared OMol25 structures with the same formula, charge and spin = 56.9 kcal/mol
energy = -2147.117807 Eh
E_LUMO = 0.44 eV
Kohn-Sham gap = 8.257 eV

***

# 7
Computed, not measured: C21H20Cl2N5O3Sr as an isolated structure, with ωB97M-V with the def2-TZVPD basis set.

Cartesian coordinates (Å):
C 13.243 10.716 11.292
C 12.461 10.569 10.084
H 11.041 11.239 18.460
Cl 15.322 10.659 7.218
H 5.536 5.032 14.369
H 8.622 7.671 11.529
C 9.716 9.576 18.109
H 10.481 8.785 20.017
H 9.072 12.505 14.179
C 14.558 10.583 8.741
C 14.673 10.774 11.147
C 7.709 7.190 15.213
C 10.346 10.121 9.195
H 9.337 10.163 20.129
H 6.094 4.256 16.555
H 7.538 7.061 16.286
Cl 15.610 10.782 12.552
H 8.252 8.155 20.562
C 8.373 7.534 12.608
O 8.431 8.318 19.601
C 6.541 5.001 14.761
C 7.294 6.251 14.291
N 9.525 12.492 13.263
Sr 10.593 10.069 12.923
C 8.547 8.230 14.798
C 10.676 10.873 16.347
N 10.133 10.038 15.411
H 9.264 9.911 9.335
H 7.610 12.353 12.548
H 7.097 4.130 14.361
C 12.236 10.459 7.709
H 8.721 12.785 11.435
H 10.107 10.314 7.103
H 12.594 10.633 6.717
C 10.543 10.640 17.689
N 11.113 10.306 10.268
N 8.596 12.153 12.232
N 8.936 8.370 13.503
H 16.395 10.710 9.841
C 13.129 10.562 8.792
C 10.849 10.261 7.904
H 7.190 5.799 12.161
O 12.698 10.929 12.445
C 7.551 6.491 12.938
C 9.235 9.064 15.791
C 9.521 9.267 19.537
O 6.563 5.046 16.197
H 9.925 13.402 13.096
C 15.286 10.676 9.920
H 11.270 11.654 15.918
H 8.469 7.903 17.485
C 9.078 8.779 17.151

Calculated values
M = 548.95 g/mol
net charge = +1
energy above the lowest of the compared OMol25 structures with the same formula, charge and spin = 0.0 kcal/mol
energy = -2262.709866 Eh
E_LUMO = -3.53 eV
Kohn-Sham gap = 5.468 eV

***

# 8
Computed, not measured: C21H20Cl2N5O3Sr as an isolated structure, with ωB97M-V with the def2-TZVPD basis set.

Cartesian coordinates (Å):
C -3.711 -10.944 10.593
C -10.608 -12.275 11.856
H -9.945 -8.732 14.396
H -11.154 -16.455 10.330
C -11.029 -11.428 12.923
H -12.668 -15.512 9.932
H -11.834 -13.916 12.675
N -10.375 -10.238 13.081
H -13.590 -10.779 16.559
Cl -1.173 -11.551 11.210
C -3.398 -10.887 9.213
C -13.713 -11.126 15.549
N -6.018 -10.358 10.107
C -11.837 -15.629 10.690
O -6.594 -10.171 12.651
Sr -8.552 -9.859 11.249
C -11.636 -9.813 15.031
H -8.162 -7.002 9.035
C -9.780 -14.163 10.010
H -11.866 -16.440 12.521
H -6.593 -10.308 8.109
H -2.528 -11.976 13.688
N -8.203 -7.631 9.856
Cl -4.890 -11.356 14.943
C -2.832 -11.377 11.604
H -8.671 -12.550 9.238
C -3.214 -11.573 12.957
H -4.277 -10.728 7.222
H -9.711 -6.421 10.674
C -12.455 -10.887 14.762
H -2.347 -10.959 8.932
H -8.297 -6.642 11.618
C -10.909 -14.379 10.798
H -9.405 -14.987 9.406
C -10.576 -9.582 14.216
H -14.446 -10.428 15.099
O -14.038 -12.492 15.472
C -4.481 -11.095 13.361
H -11.822 -9.214 15.899
C -4.450 -10.764 8.323
O -12.503 -15.949 11.919
H -14.866 -12.598 16.009
C -12.015 -11.802 13.839
H -7.222 -7.724 10.189
N -9.676 -11.945 10.934
C -5.046 -10.695 11.015
C -5.734 -10.498 8.781
C -5.423 -10.576 12.413
H -12.641 -12.639 13.610
N -8.997 -7.110 10.997
C -11.208 -13.534 11.853
C -9.344 -12.898 10.006

Calculated values
M = 548.95 g/mol
net charge = +1
energy above the lowest of the compared OMol25 structures with the same formula, charge and spin = 21.7 kcal/mol
energy = -2262.675291 Eh
E_LUMO = -3.43 eV
Kohn-Sham gap = 5.477 eV

***

> Which of these has the highest energy?

number 4

***

> Number 8 is which compound?

C21H20Cl2N5O3Sr

***

> energy above the lowest of the compared OMol25 structures with the same formula, charge and spin of number 6 (C21H20Cl2FN3O2)?

56.9 kcal/mol